a.
The following is a quantum chemistry calculation of a 3-piece molecular cluster, C2H9NS overall, from the OMol25 dataset.

The LUMO energy is 0.99 eV. As for the SMILES: [H][H].C1CS1.N. The calculation puts the frontier orbital gap at 9.9 eV.

Atoms and positions in Å:
H  0.42463  3.10807  0.49377
H  0.38195  3.46313  -0.15755
C  -0.86128  -0.00828  -0.97791
C  -1.46633  -1.36905  -1.01547
S  0.02001  -1.17404  -2.06455
H  -1.35674  0.71824  -1.60536
H  -0.65738  0.34730  0.02647
H  -2.48300  -1.48707  -1.36969
H  -1.12270  -2.13747  -0.33719
N  1.55153  -0.51140  1.94048
H  1.87601  0.34496  2.36605
H  1.34771  -0.19314  0.99156
H  2.34557  -1.10125  1.70939

=====

b.
The following is a quantum chemistry calculation of a 2-piece molecular cluster, C2H9NS overall, from the OMol25 dataset.

The LUMO energy is 0.97 eV. As for the SMILES: CNC.S. The calculation puts the frontier orbital gap at 9.7 eV.

Atoms and positions in Å:
C  -1.17191  -2.02011  -0.04342
N  -1.12828  -0.50562  -0.16856
C  -0.90279  0.10793  -1.57516
H  -2.09332  -2.34902  -0.38200
H  -1.11269  -2.41335  0.98809
H  -0.49036  -2.44630  -0.99351
H  -2.02880  -0.16539  0.25184
H  -1.64570  -0.18014  -2.30899
H  -0.93142  1.15667  -1.37601
H  0.07671  -0.22521  -1.96481
S  1.66811  1.13918  0.92857
H  0.35366  0.95474  1.29210
H  1.52831  2.45368  0.52750

=====

The structure with the most favorable energy is b; the runner-up is 0.405 eV above it.

=====

a.
The following is a quantum chemistry calculation of a 6-piece molecular cluster, C5H22NO7 overall, from the OMol25 dataset.

The LUMO energy is -2.85 eV. The calculation puts the frontier orbital gap at 11.1 eV. Its net charge is +1.

Atoms and positions in Å:
O  0.46058  -1.97407  -1.00655
C  0.16215  -0.94808  -1.47330
C  0.42579  0.48201  -1.04934
C  -0.53869  0.96947  0.08079
C  -1.14935  2.31699  -0.12706
C  -2.47255  2.20593  -0.92463
O  -3.58420  1.59209  -0.38356
N  1.90211  0.74046  -0.68461
H  -0.61456  -0.80468  -2.31975
H  0.26747  1.17329  -1.89831
H  -0.29466  0.63941  1.07404
H  -1.42729  0.23477  -0.19927
H  -0.41788  3.06765  -0.61626
H  -1.23533  2.91363  0.78672
H  -2.83277  3.23361  -1.22392
H  -2.36607  1.68995  -1.96133
H  -3.98920  2.11045  0.29059
H  2.12366  1.68129  -0.35893
H  2.12691  -0.08378  -0.04295
H  2.71104  0.66050  -1.39688
H  1.37908  -1.23748  3.08231
H  1.18304  -2.14963  1.97478
O  1.90423  -1.68048  2.32931
H  3.95417  -1.30631  -1.43085
H  2.69836  -1.77611  -1.84549
O  3.24980  -0.93027  -2.01116
H  -3.98474  -1.23231  -0.19062
H  -3.21171  -0.02062  0.33379
O  -3.11198  -0.94984  0.30201
H  3.27316  -1.22956  1.30361
H  4.79948  -0.97347  0.86115
O  3.81770  -0.87019  0.61474
H  -1.95276  -3.12882  3.18018
H  -1.89717  -1.91219  2.16236
O  -1.35782  -2.50360  2.76843

=====

b.
The following is a quantum chemistry calculation of a 7-piece molecular cluster, C5H22NO7 overall, from the OMol25 dataset.

The LUMO energy is -2.50 eV. The calculation puts the frontier orbital gap at 10.3 eV. Its net charge is +1.

Atoms and positions in Å:
O  -2.75982  -1.92639  -1.25241
C  -2.87384  -2.15790  -0.06539
C  -2.43085  -1.25613  1.06164
C  -2.43825  0.25908  0.81853
C  -1.62626  0.65078  -0.39053
C  -0.30474  0.64911  -0.36246
N  0.48770  0.90193  -1.57494
H  -3.33357  -3.11850  0.20245
H  -3.05276  -1.50324  1.93515
H  -1.42491  -1.60617  1.32540
H  -3.47669  0.57673  0.69379
H  -2.02238  0.76796  1.68743
H  -2.16336  0.92467  -1.28562
H  0.31171  0.39970  0.48733
H  0.90192  1.82913  -1.51935
H  -0.12941  0.78583  -2.39508
H  1.23356  0.15898  -1.63909
H  2.80223  -1.70561  -1.50926
H  1.67881  -1.70339  -0.39398
O  1.93608  -1.35274  -1.28351
H  2.63436  0.65019  2.27203
H  2.40086  -0.04240  3.64210
O  2.49356  -0.21788  2.70709
H  1.68621  -1.50489  1.82540
H  1.70708  -3.00632  1.51210
O  1.25222  -2.17683  1.23679
H  2.24254  5.12578  0.50719
H  1.04722  4.69659  1.37177
O  1.75913  4.34561  0.82826
H  -2.14128  -1.28781  -2.83448
H  -2.36879  -0.92696  -4.35063
O  -1.77907  -0.78235  -3.59780
H  4.01625  2.17042  1.43157
H  2.65947  2.93055  1.44968
O  3.07078  2.05171  1.37423

=====

The structure with the most favorable energy is b; the runner-up is 2.947 eV above it.

=====

a.
The following is a quantum chemistry calculation of one molecule with the formula C9H12N4O, from the OMol25 dataset.

The LUMO energy is 0.23 eV. As for the SMILES: OC(Cn1ccnc1)Cn1ccnc1. The calculation puts the frontier orbital gap at 8.7 eV.

Atoms and positions in Å:
O  -0.24996  -1.28168  1.99123
C  -0.28655  -1.83292  0.64231
C  1.03063  -1.71299  -0.08993
N  1.47396  -0.34665  -0.38097
C  1.69644  0.71409  0.51959
C  2.04643  1.75781  -0.28092
N  2.15864  1.37131  -1.61258
C  1.78281  0.13277  -1.61410
C  -1.47214  -1.21983  -0.05365
N  -1.50038  0.24318  0.07168
C  -1.28069  1.12669  -0.99133
C  -1.53588  2.38596  -0.46695
N  -1.82112  2.30897  0.88626
C  -1.82006  1.05028  1.15236
H  0.40730  -1.83472  2.46191
H  -0.50102  -2.91212  0.76477
H  1.07040  -2.32461  -0.98530
H  1.82530  -2.10833  0.56250
H  1.37326  0.56947  1.54325
H  2.15899  2.80584  -0.01561
H  1.70776  -0.52053  -2.48078
H  -1.37575  -1.44082  -1.13440
H  -2.43945  -1.56779  0.27972
H  -1.09004  0.70231  -1.97491
H  -1.44524  3.34901  -0.92057
H  -1.91364  0.58530  2.12642

=====

b.
The following is a quantum chemistry calculation of a 2-piece molecular cluster, C9H12N4O overall, from the OMol25 dataset.

The LUMO energy is -1.64 eV. The calculation puts the frontier orbital gap at 6.8 eV.

Atoms and positions in Å:
C  -1.38796  -2.52320  -1.80870
C  -1.29639  -1.18826  -2.24461
C  -0.57022  0.81796  1.60434
C  0.09853  -0.27880  1.90226
C  1.11590  1.32665  -0.09137
C  0.08108  1.90517  0.79490
C  1.35134  -0.57986  1.15925
C  2.15123  -1.79384  1.50800
C  -1.18111  2.48613  -1.07048
N  -0.37491  -2.69362  -0.92694
N  -0.38506  -0.59226  -1.48567
N  1.82901  0.28046  0.20747
N  0.13654  -1.48207  -0.76819
O  -0.81082  2.79686  0.24880
H  -2.17578  -3.18801  -2.11810
H  -1.85650  -0.52951  -2.86412
H  -1.41830  1.03173  2.21387
H  -0.34675  -1.11220  2.51436
H  1.55306  2.11836  -0.78096
H  0.70039  2.40390  1.59746
H  1.54278  -2.65244  1.01683
H  2.19687  -1.87970  2.69945
H  3.05066  -1.73774  1.05703
H  -1.22560  1.48076  -1.22745
H  -0.56411  2.79091  -1.85690
H  -2.21389  2.79263  -1.28049

=====

The structure with the most favorable energy is a; the runner-up is 5.233 eV above it.

=====

a.
The following is a quantum chemistry calculation of one molecule with the formula C5H8N2, from the OMol25 dataset.

The LUMO energy is 0.75 eV. The calculation puts the frontier orbital gap at 7.8 eV.

Atoms and positions in Å:
C  -1.05113  1.36284  -0.66969
C  -0.26128  0.11805  -0.43195
C  1.23060  0.13723  -0.37356
C  1.85773  0.73937  0.81842
N  2.33381  1.25109  1.74102
C  -0.39947  -1.89899  0.83465
N  -0.88430  -0.99466  -0.01401
H  -0.46555  2.08128  -1.24968
H  -1.98680  1.17205  -1.21253
H  -1.31835  1.86084  0.27600
H  1.60825  0.70166  -1.23712
H  1.59221  -0.89939  -0.45434
H  0.33253  -1.56275  1.55339
H  -0.78189  -2.90789  0.83950
H  -1.80637  -1.16074  -0.42009

=====

b.
The following is a quantum chemistry calculation of one molecule with the formula C5H8N2, from the OMol25 dataset.

The LUMO energy is 0.33 eV. The calculation puts the frontier orbital gap at 8.1 eV.

Atoms and positions in Å:
C  -2.36148  -0.27846  0.08181
C  -0.94243  0.23346  -0.05780
C  -0.83406  1.46548  -0.71193
N  1.46599  1.26637  -0.31832
C  1.41990  0.02367  0.05921
N  2.49159  -0.83608  0.24862
C  0.12173  -0.52409  0.31823
H  -2.55418  -1.01575  -0.70236
H  -2.46240  -0.76139  1.05568
H  -3.12475  0.50150  -0.00178
H  -1.28599  2.29457  -0.13340
H  2.40611  1.55270  -0.61693
H  2.26477  -1.81521  0.15802
H  3.39229  -0.60707  -0.14370
H  0.00291  -1.49969  0.76466

=====

The structure with the most favorable energy is a; the runner-up is 0.948 eV above it.